No. 1
{
  "formula": "C4H9NO3",
  "method": "ωB97M-V/def2-TZVPD",
  "homo_ev": -9.26,
  "smiles": "C=C(C)ONC(O)O",
  "lumo_ev": 0.558,
  "orbital_gap_ev": 9.82,
  "species": ["C", "C", "C", "O", "N", "C", "O", "O", "H", "H", "H", "H", "H", "H", "H", "H", "H"],
  "coordinates": [[-0.7864, 2.1231, -0.3903], [-0.1831, 0.9530, -0.6082], [1.0871, 0.8110, -1.4051], [-1.1202, -0.2317, -0.7637], [-0.6320, -1.4042, -0.2056], [-0.2076, -1.1649, 1.1443], [-1.2852, -0.9401, 1.9480], [0.6070, -2.2050, 1.5766], [-0.3975, 3.0374, -0.8121], [-1.7458, 2.1717, 0.0973], [0.9650, 0.1819, -2.2854], [1.4818, 1.7654, -1.7579], [1.8916, 0.3770, -0.8059], [0.1472, -1.7511, -0.7653], [0.2777, -0.0483, 0.9842], [-1.6116, -1.7525, 2.3570], [1.5118, -1.9227, 1.6922]],
  "forces_ev_per_angstrom": [[0.0, -0.7, 0.1], [-1.9, -0.3, -2.7], [0.5, -0.2, 0.4], [1.5, 2.0, 1.1], [-0.1, -1.4, -0.5], [0.9, 2.9, -1.2], [-0.3, 0.1, 0.9], [-0.4, 0.0, -0.1], [0.4, 0.1, 0.5], [-0.2, -0.1, -0.1], [-0.3, -0.1, 0.0], [-0.3, 0.1, 0.2], [0.0, -0.1, 0.0], [0.0, 0.1, 0.1], [-0.3, -2.4, 1.4], [0.2, -0.1, -0.3], [0.2, 0.3, 0.1]]
}

***

No. 2
{
  "formula": "C3H5N4",
  "method": "ωB97M-V/def2-TZVPD",
  "homo_ev": [-14.35, -14.79],
  "lumo_ev": [-7.251, -6.592],
  "total_charge": 1,
  "orbital_gap_ev": [7.10, 8.20],
  "species": ["C", "C", "C", "N", "N", "N", "N", "H", "H", "H", "H", "H"],
  "coordinates": [[-0.5436, 0.3497, 0.3725], [0.1241, 0.1897, -0.6704], [1.0990, 0.4726, -1.7229], [-2.0488, -3.0428, 0.6079], [0.5750, 1.1244, 2.3343], [-0.1577, 1.2802, 1.4467], [-2.4289, -2.0174, 0.5180], [-1.5371, -0.0805, 0.3850], [1.4344, -0.4657, -2.1718], [0.6265, 0.9046, -2.5669], [1.8206, 1.0272, -1.2721], [1.0366, 0.2578, 2.7399]],
  "forces_ev_per_angstrom": [[-1.1, -1.6, -0.7], [2.0, 0.7, -1.1], [-3.2, -3.7, -0.8], [-0.5, 1.1, -0.1], [1.0, -0.5, 2.5], [-0.4, 1.4, -0.3], [0.4, -1.4, 0.1], [-0.4, 0.3, 0.6], [0.7, 0.0, 0.5], [-0.5, 1.4, -0.6], [2.5, 1.9, 1.1], [-0.4, 0.4, -1.3]]
}

***

No. 3
{
  "formula": "C35H55N4OP2Pb",
  "method": "ωB97M-V/def2-TZVPD",
  "homo_ev": [-16.40, -16.40],
  "lumo_ev": [-11.742, -11.745],
  "total_charge": 3,
  "orbital_gap_ev": [4.66, 4.66],
  "species": ["C", "C", "C", "C", "C", "H", "H", "H", "N", "P", "P", "C", "H", "H", "C", "O", "C", "H", "C", "C", "C", "C", "C", "H", "H", "H", "C", "H", "H", "H", "C", "H", "H", "H", "C", "H", "H", "H", "C", "H", "H", "H", "C", "H", "H", "H", "C", "H", "H", "H", "C", "H", "H", "H", "C", "H", "H", "H", "C", "H", "H", "H", "C", "H", "H", "H", "C", "H", "H", "H", "Pb", "N", "C", "C", "C", "C", "C", "H", "H", "H", "H", "H", "H", "H", "H", "H", "N", "C", "C", "C", "C", "N", "C", "C", "H", "H", "H", "H"],
  "coordinates": [[-2.6617, 0.8737, -1.0771], [-2.3469, -0.6961, 0.6490], [-4.0483, 0.7628, -0.9979], [-3.7574, -0.7228, 0.8588], [-4.5973, 0.0060, 0.0438], [-4.6600, 1.2921, -1.7255], [-4.1383, -1.3839, 1.6344], [-5.6732, -0.0257, 0.1892], [-1.8421, 0.2597, -0.2104], [-0.4113, 2.4125, -1.7288], [0.0826, -2.2086, 1.5085], [-2.0268, 1.6799, -2.2121], [-1.8578, 1.0025, -3.0664], [-2.7236, 2.4475, -2.5780], [3.2622, -0.3321, 0.2724], [4.2458, -0.8988, 0.3955], [-1.5850, -1.7293, 1.2564], [-2.2454, -2.3656, 1.8699], [-0.2130, -4.1309, 1.1774], [0.5642, -1.9186, 3.4074], [0.6841, 2.5250, -3.2662], [-0.9457, 4.0352, -0.9347], [1.0731, -4.5952, 0.4828], [1.9556, -4.5025, 1.1321], [0.9748, -5.6534, 0.1926], [1.2526, -4.0059, -0.4249], [-0.4820, -4.9585, 2.4339], [0.3343, -4.9307, 3.1636], [-1.4232, -4.6674, 2.9169], [-0.6023, -6.0091, 2.1253], [-1.4188, -4.3267, 0.2459], [-1.4250, -5.3659, -0.1188], [-2.3729, -4.1510, 0.7572], [-1.3700, -3.6566, -0.6210], [1.8891, -2.6612, 3.6388], [2.6725, -2.3045, 2.9564], [2.2273, -2.4718, 4.6670], [1.8019, -3.7456, 3.5149], [0.7806, -0.4197, 3.6635], [1.5694, 0.0162, 3.0348], [-0.1438, 0.1579, 3.5245], [1.0953, -0.2780, 4.7115], [-0.5314, -2.3832, 4.3648], [-0.7326, -3.4551, 4.3190], [-0.1962, -2.1697, 5.3912], [-1.4696, -1.8395, 4.1977], [0.3195, 4.8025, -0.5139], [0.0091, 5.7763, -0.1054], [0.8604, 4.2617, 0.2767], [1.0067, 4.9953, -1.3494], [-1.7572, 3.7226, 0.3343], [-2.6660, 3.1484, 0.1183], [-1.1559, 3.1812, 1.0777], [-2.0610, 4.6775, 0.7905], [-1.8172, 4.8664, -1.8866], [-2.0932, 5.7929, -1.3625], [-1.2909, 5.1478, -2.8041], [-2.7471, 4.3502, -2.1524], [0.3040, 1.3997, -4.2443], [-0.6986, 1.5490, -4.6702], [1.0219, 1.4085, -5.0801], [0.3510, 0.4092, -3.7642], [2.1463, 2.3347, -2.8136], [2.3194, 1.3417, -2.3693], [2.7927, 2.4163, -3.6983], [2.4630, 3.1007, -2.0915], [0.5210, 3.8727, -3.9769], [-0.4975, 4.0059, -4.3662], [0.7971, 4.7266, -3.3449], [1.2010, 3.8748, -4.8415], [0.6081, 0.6438, 0.1375], [0.3264, -1.3257, -1.1530], [0.0305, -2.3408, -1.6790], [0.2368, -3.1845, -2.9602], [-0.6695, -4.4105, -3.0109], [-0.0674, -2.2880, -4.1578], [1.7008, -3.6373, -3.0332], [-0.4487, -5.1076, -2.1926], [-1.7248, -4.1131, -2.9430], [-0.5120, -4.9427, -3.9619], [0.6922, -1.5022, -4.2425], [-0.0492, -2.8688, -5.0905], [-1.0610, -1.8320, -4.0544], [1.8777, -4.1792, -3.9740], [2.3720, -2.7663, -3.0042], [1.9597, -4.3119, -2.2072], [3.8397, 4.2264, 6.6647], [3.3003, 3.9422, 5.6635], [2.6296, 3.5872, 4.4364], [1.2341, 3.4983, 4.3879], [0.6263, 3.1465, 3.1832], [1.3339, 2.8957, 2.0673], [2.6752, 2.9796, 2.1133], [3.3659, 3.3196, 3.2766], [0.6155, 3.6995, 5.2658], [-0.4634, 3.0609, 3.1172], [3.2247, 2.7596, 1.1877], [4.4542, 3.3817, 3.2659]],
  "forces_ev_per_angstrom": [[1.8, 0.1, 0.0], [-1.0, 0.8, -0.2], [-0.8, -0.6, 0.9], [0.9, -0.8, 0.1], [-0.4, 0.9, -0.7], [0.0, -0.2, 0.2], [-0.1, 0.1, -0.2], [0.1, 0.0, 0.0], [-0.5, -0.8, -0.5], [-0.1, 0.3, -0.3], [1.2, -1.1, -0.1], [-0.3, -0.4, 0.2], [-0.1, 0.1, 0.4], [0.2, -0.2, 0.2], [3.1, -1.7, 0.1], [-2.5, 1.4, -0.2], [-1.3, 0.9, 2.2], [0.0, -0.1, -0.9], [-0.1, 0.2, 0.6], [-0.2, 0.5, 1.0], [-0.2, 0.2, 0.1], [0.4, 0.1, -0.1], [0.1, 0.2, 0.0], [-0.2, 0.0, -0.2], [0.0, 0.3, 0.1], [0.1, -0.2, 0.3], [0.0, -0.3, 0.0], [-0.3, -0.1, -0.2], [0.2, -0.1, -0.1], [0.0, 0.2, 0.1], [0.0, 0.2, 0.0], [0.0, 0.3, 0.1], [0.2, -0.2, -0.1], [-0.2, -0.2, 0.1], [0.0, -0.2, -0.6], [-0.1, 0.0, 0.2], [-0.2, 0.0, -0.2], [0.1, 0.3, 0.1], [0.0, 0.2, -0.4], [-0.1, -0.1, 0.1], [0.2, -0.1, 0.0], [-0.1, -0.2, -0.3], [-0.2, -0.3, 0.1], [0.1, 0.3, 0.1], [-0.1, 0.0, -0.3], [0.2, -0.1, 0.1], [0.1, 0.1, 0.0], [0.1, -0.2, -0.1], [-0.2, 0.2, -0.3], [-0.2, 0.0, 0.3], [0.0, -0.1, 0.0], [0.1, 0.2, 0.1], [-0.1, 0.1, -0.2], [0.1, -0.3, -0.1], [0.1, 0.2, -0.1], [0.0, -0.2, -0.2], [-0.2, 0.0, 0.3], [0.1, 0.2, 0.1], [0.0, 0.0, 0.1], [0.3, -0.1, 0.0], [-0.2, 0.0, 0.3], [0.0, 0.3, -0.1], [-0.1, 0.2, 0.0], [-0.1, 0.1, -0.1], [-0.1, 0.0, 0.3], [-0.1, -0.1, -0.2], [0.2, 0.1, -0.3], [0.3, 0.0, 0.1], [-0.1, -0.3, -0.3], [-0.2, 0.0, 0.2], [-0.2, 1.0, 0.9], [-1.3, -3.3, -1.9], [2.5, 3.2, -1.3], [-0.4, -1.2, 0.0], [-0.3, -0.3, 0.2], [-0.2, 0.7, 0.0], [0.5, 0.2, 0.5], [0.0, 0.1, -0.3], [0.2, -0.2, -0.1], [-0.1, 0.3, 0.4], [-0.2, -0.2, 0.0], [0.0, 0.0, 0.4], [0.2, 0.0, -0.2], [-0.2, 0.2, 0.3], [-0.1, -0.3, 0.0], [0.0, 0.1, -0.3], [-1.3, -0.7, -2.5], [1.2, 0.6, 2.2], [-0.1, -0.1, -0.2], [-0.3, 0.0, -0.1], [0.7, 0.0, 0.1], [0.0, -0.4, 0.1], [-0.2, 0.0, 0.5], [0.0, 0.0, -0.3], [0.3, 0.0, -0.3], [0.4, 0.1, 0.0], [-0.2, 0.2, 0.4], [-0.3, 0.0, 0.1]]
}

***

No. 4
{
  "formula": "C20H58N2O14",
  "method": "ωB97M-V/def2-TZVPD",
  "homo_ev": -8.20,
  "smiles": "COCCNCCOC.COCCNCCOC.OCCO.OCCO.OCCO.OCCO.O.O",
  "lumo_ev": 0.053,
  "orbital_gap_ev": 8.25,
  "species": ["C", "O", "C", "C", "N", "C", "C", "O", "C", "H", "H", "H", "H", "H", "H", "H", "H", "H", "H", "H", "H", "H", "H", "H", "C", "O", "C", "C", "N", "C", "C", "O", "C", "H", "H", "H", "H", "H", "H", "H", "H", "H", "H", "H", "H", "H", "H", "H", "O", "C", "C", "O", "H", "H", "H", "H", "H", "H", "O", "C", "C", "O", "H", "H", "H", "H", "H", "H", "O", "C", "C", "O", "H", "H", "H", "H", "H", "H", "O", "C", "C", "O", "H", "H", "H", "H", "H", "H", "O", "H", "H", "O", "H", "H"],
  "coordinates": [[-0.9983, 0.3256, -1.5242], [-1.8954, 0.5550, -2.5825], [-3.2592, 0.4518, -2.2795], [-3.9520, 1.6196, -2.9655], [-5.4115, 1.6100, -2.8243], [-5.9939, 2.6848, -3.6078], [-5.6796, 4.1286, -3.1718], [-4.6578, 4.6958, -3.9516], [-4.6529, 6.1039, -3.9764], [-1.2430, 0.9486, -0.6599], [0.0023, 0.5651, -1.8779], [-0.9658, -0.7368, -1.2442], [-3.4450, 0.5355, -1.1969], [-3.6832, -0.5047, -2.6065], [-3.6516, 1.6939, -4.0121], [-3.5672, 2.5422, -2.5074], [-5.6080, 1.7808, -1.8419], [-7.0818, 2.5965, -3.5908], [-5.6317, 2.5590, -4.6299], [-5.4105, 4.1379, -2.0976], [-6.6053, 4.7189, -3.2334], [-4.4599, 6.5735, -3.0069], [-5.5953, 6.5064, -4.3726], [-3.8609, 6.3626, -4.6771], [0.2390, -4.7707, 6.3707], [-0.2452, -5.3590, 5.2117], [0.7470, -5.5768, 4.2134], [1.2681, -4.2859, 3.5612], [0.5082, -3.8653, 2.4288], [1.0798, -4.2261, 1.1311], [0.7257, -3.2067, 0.0621], [-0.6247, -3.1266, -0.3176], [-1.0359, -4.2035, -1.1141], [1.2337, -5.1546, 6.6635], [-0.4295, -5.0296, 7.1937], [0.3467, -3.6792, 6.3253], [0.2361, -6.1535, 3.4416], [1.5525, -6.1608, 4.6783], [2.3596, -4.3828, 3.4252], [1.2188, -3.5120, 4.3403], [0.2152, -2.9006, 2.4605], [0.6817, -5.2242, 0.9090], [2.1723, -4.3228, 1.1657], [1.3806, -3.4007, -0.7990], [0.9753, -2.2282, 0.4854], [-0.8350, -5.1675, -0.6375], [-0.5100, -4.2038, -2.0835], [-2.0967, -4.1192, -1.3355], [-0.0993, -0.8425, 3.0456], [-0.3771, 0.3453, 3.8001], [-1.5897, 1.0814, 3.2973], [-1.2973, 1.9775, 2.2217], [0.4037, -0.5393, 2.2793], [-0.5629, -0.0070, 4.8214], [0.5204, 0.9609, 3.9036], [-2.0011, 1.6743, 4.1174], [-2.3551, 0.3503, 3.0232], [-1.1345, 1.4293, 1.4477], [3.9086, -2.1684, 0.1987], [3.8674, -1.5745, 1.4998], [4.7829, -0.3825, 1.5313], [4.2077, 0.7010, 0.7872], [4.7632, -2.0264, -0.2264], [2.8265, -1.2701, 1.6192], [4.1504, -2.3000, 2.2637], [5.7471, -0.7128, 1.1337], [4.9471, -0.0365, 2.5587], [4.9323, 1.2084, 0.4086], [3.6791, 0.2289, -2.0404], [4.3280, -0.6385, -2.9488], [5.8194, -0.5366, -2.8596], [6.2662, -1.1798, -1.6721], [3.7687, -0.1055, -1.1378], [4.0069, -1.6820, -2.8575], [4.0080, -0.2883, -3.9330], [6.1210, 0.5259, -2.8505], [6.3726, -0.8329, -3.7634], [7.1231, -0.8449, -1.3967], [-2.6412, 5.1435, -1.3650], [-1.7902, 4.0568, -1.1170], [-0.7466, 3.9151, -2.2196], [0.4398, 3.3316, -1.6406], [-3.3214, 5.1415, -0.6857], [-1.2015, 4.0897, -0.1886], [-2.3472, 3.1135, -1.0922], [-0.4367, 4.8809, -2.6254], [-1.1326, 3.2549, -3.0005], [1.1855, 3.5301, -2.2130], [2.6181, 2.3487, 2.6148], [1.6761, 2.3878, 2.4219], [2.9456, 1.6322, 2.0561], [1.0030, 0.7443, 0.7765], [1.6147, 0.1365, 0.3453], [1.1456, 1.5841, 0.3192]],
  "forces_ev_per_angstrom": [[0.1, -0.6, -0.1], [0.3, 0.2, -0.3], [-0.6, 0.2, 0.1], [0.0, 0.6, 0.5], [0.5, -0.2, -0.1], [-0.1, 0.4, 0.1], [-0.2, -0.1, 0.4], [-0.1, -0.1, 0.0], [0.1, 0.0, -0.4], [0.0, 0.0, 0.0], [-0.1, 0.3, 0.0], [-0.2, 0.1, 0.2], [0.2, -0.1, 0.0], [0.1, 0.0, 0.0], [-0.2, -0.3, -0.1], [0.2, -0.1, -0.2], [-0.2, -0.1, 0.0], [0.0, -0.3, -0.1], [-0.2, 0.1, -0.1], [0.1, 0.0, -0.1], [0.1, 0.1, -0.2], [0.1, -0.2, 0.1], [0.0, -0.1, 0.1], [0.0, 0.2, 0.1], [0.6, 0.1, 0.9], [-0.1, -0.1, -0.6], [-0.3, 0.2, 0.0], [0.2, 0.2, 1.6], [0.3, 0.1, -0.7], [-0.9, -0.4, 0.6], [0.5, -0.2, 0.1], [-0.2, 0.1, 0.2], [0.3, -0.4, -0.6], [-0.1, -0.1, -0.2], [-0.1, 0.2, -0.1], [-0.2, 0.0, -0.1], [0.2, -0.2, 0.1], [0.1, 0.0, -0.2], [-0.1, -0.1, -0.6], [-0.2, 0.0, -0.2], [0.1, 0.1, 0.2], [0.2, 0.0, -0.5], [0.1, 0.2, 0.0], [-0.2, 0.2, -0.1], [0.0, 0.1, -0.2], [-0.2, 0.0, 0.0], [0.0, 0.1, 0.1], [-0.1, 0.1, 0.2], [0.3, 0.5, -0.2], [0.1, -0.9, 0.8], [0.1, 0.4, 0.1], [-0.2, -0.2, 0.2], [-0.1, 0.0, -0.1], [-0.2, 0.0, -0.1], [-0.1, 0.2, -0.4], [0.1, 0.2, -0.1], [0.0, 0.0, -0.1], [0.1, 0.0, -0.1], [-0.4, -0.1, 0.0], [0.1, 0.0, -1.0], [-0.1, 0.3, 0.9], [0.3, -0.6, -0.2], [0.2, 0.0, 0.1], [0.0, 0.0, 0.5], [0.0, 0.0, 0.1], [0.1, 0.3, -0.2], [0.0, -0.1, 0.0], [-0.2, 0.2, -0.1], [-0.1, -0.1, 0.2], [-0.3, 0.2, -0.5], [1.1, 1.3, -0.4], [-0.2, -0.3, 0.3], [0.0, 0.0, 0.0], [0.0, 0.0, 0.2], [0.1, -0.1, -0.1], [-0.5, 0.0, 0.4], [-0.4, -0.9, 0.2], [0.0, 0.0, -0.2], [0.0, 0.3, 0.1], [1.0, -1.0, 0.0], [0.5, 0.0, 0.0], [-0.2, -0.2, 0.2], [0.0, 0.1, 0.0], [-0.4, 0.5, 0.1], [-0.1, 0.1, 0.2], [-0.6, 0.1, -0.1], [0.1, 0.2, -0.2], [-0.1, -0.1, 0.0], [0.1, 0.1, 0.2], [0.0, 0.0, 0.1], [0.0, 0.1, -0.1], [0.1, -0.2, -0.1], [0.0, 0.1, -0.2], [-0.1, 0.1, -0.1]]
}

***

ΔE to the lowest compared entry with this formula, charge and spin, record by record: 106.3, 110.3, 23.0, 29.2 kcal per mole
E, record by record: -11922.932, -9140.224, -68992.673, -53320.894 eV